The following is a DFT calculation (ωB97M-V/def2-TZVPD) of CH4N2S in the gas phase.

LUMO level in eV: 0.64
ΔE to the lowest compared entry with this formula, charge and spin in eV: 2.1831
E_HOMO in hartree: -0.3241
HOMO-LUMO gap in eV: 9.5
SMILES: NNC=S

ORCA input file:
```
! RIJCOSX wB97M-V def2-TZVPD def2/J DEFGRID3
* xyz 0 1
C -0.97 0.62 -0.13
H 0.69 -1.52 -0.76
H 0.97 -1.26 0.80
H 1.07 1.18 0.25
H -1.30 1.75 -0.09
N 1.19 -0.76 -0.07
N 0.45 0.45 0.00
S -2.10 -0.46 0.00
*
```

The following is a DFT calculation (ωB97M-V/def2-TZVPD) of 2 unconnected molecules or ions with the total composition C4H10O.

LUMO level in eV: 0.99
ΔE to the lowest compared entry with this formula, charge and spin in eV: 3.1290
E_HOMO in hartree: -0.3307
HOMO-LUMO gap in eV: 10.0
SMILES: C=CC.CO

ORCA input file:
```
! RIJCOSX wB97M-V def2-TZVPD def2/J DEFGRID3
* xyz 0 1
C 0.83 2.12 -0.94
O 0.35 1.19 -2.00
H 1.88 1.89 -0.97
H 0.49 3.08 -1.25
H 0.37 1.88 0.13
H -0.41 1.57 -2.44
C 0.57 -1.93 0.47
C -0.46 -1.15 1.38
C -1.47 -0.39 0.90
H 1.51 -2.04 0.95
H -0.04 -2.92 0.27
H 0.73 -1.28 -0.48
H -0.67 -1.70 2.44
H -1.97 0.19 1.69
H -1.71 -0.51 -0.15
*
```

The following is a DFT calculation (ωB97M-V/def2-TZVPD) of 2 unconnected molecules or ions with the total composition C21H29N2O6P.

LUMO level in eV: -7.83
E_HOMO in hartree: -0.4670
HOMO-LUMO gap in eV: 4.9

ORCA input file:
```
! RIJCOSX wB97M-V def2-TZVPD def2/J DEFGRID3
* xyz 2 1
C 2.44 -1.74 3.50
C 1.76 -0.97 2.66
O 0.95 -0.10 1.82
C -0.41 -0.38 2.23
O -0.97 -1.41 1.70
O -1.02 0.48 3.20
C -2.22 1.14 2.66
C -3.21 1.41 3.91
P -4.80 0.36 3.90
O -5.92 1.29 4.48
O -4.63 -0.93 5.02
C -3.33 -1.58 4.95
C -2.36 -1.24 6.24
O -5.34 -0.10 2.34
C -4.69 -1.31 1.84
C -5.34 -2.70 2.35
H 2.83 -2.39 4.38
H -2.69 0.61 1.76
H -1.87 2.19 2.28
H -2.67 1.34 4.94
H -3.57 2.51 3.81
H -2.70 -1.31 4.02
H -3.54 -2.73 4.94
H -1.49 -0.56 5.86
H -1.86 -2.25 6.51
H -2.93 -0.76 7.11
H -4.82 -1.30 0.68
H -3.55 -1.37 2.03
H -6.31 -2.95 1.75
H -4.52 -3.52 2.21
H -5.64 -2.72 3.46
C 4.53 -1.54 -8.01
N 4.07 -0.89 -6.76
C 4.91 -0.83 -5.71
C 4.53 -0.19 -4.53
C 3.27 0.41 -4.44
C 2.42 0.31 -5.55
C 2.84 -0.34 -6.70
C 2.84 1.15 -3.23
C 2.47 2.49 -3.32
C 2.02 3.17 -2.19
N 1.94 2.55 -1.00
C 2.31 1.26 -0.88
C 2.77 0.54 -1.98
C 1.41 3.26 0.18
H 4.82 -2.56 -7.77
H 5.38 -0.96 -8.39
H 3.73 -1.54 -8.75
H 5.89 -1.29 -5.82
H 5.23 -0.15 -3.71
H 1.43 0.74 -5.53
H 2.21 -0.42 -7.57
H 2.53 3.03 -4.26
H 1.73 4.22 -2.24
H 2.23 0.80 0.11
H 3.04 -0.50 -1.85
H 2.17 3.22 0.96
H 0.50 2.76 0.49
H 1.20 4.30 -0.08
*
```

The following is a DFT calculation (ωB97M-V/def2-TZVPD) of 3 unconnected molecules or ions with the total composition C16H33F3O8.

LUMO level in eV: 0.72
ΔE to the lowest compared entry with this formula, charge and spin in eV: 3.0499
E_HOMO in hartree: -0.3369
HOMO-LUMO gap in eV: 9.9
SMILES: CCOC(=O)C(F)(F)F.COCCOCCOC.COCCOCCOC

ORCA input file:
```
! RIJCOSX wB97M-V def2-TZVPD def2/J DEFGRID3
* xyz 0 1
C -0.26 -12.69 0.27
O -1.52 -12.37 -0.36
C -1.96 -10.96 -0.33
C -2.36 -10.58 1.16
O -1.06 -10.52 1.83
C -1.25 -10.41 3.30
C -1.85 -9.18 3.89
O -3.27 -9.23 3.75
C -3.90 -8.00 4.12
H 0.49 -11.91 0.31
H 0.27 -13.53 -0.18
H -0.59 -12.79 1.31
H -2.81 -10.95 -1.01
H -1.12 -10.34 -0.66
H -3.09 -11.32 1.50
H -3.01 -9.71 1.16
H -0.31 -10.57 3.82
H -1.70 -11.36 3.60
H -1.55 -8.34 3.26
H -1.59 -9.06 4.95
H -3.45 -7.53 5.00
H -4.95 -8.10 4.36
H -3.67 -7.19 3.43
C -8.75 3.05 12.32
O -9.12 4.42 12.36
C -10.55 4.60 12.24
C -10.77 6.07 12.00
O -11.68 6.27 10.90
C -11.07 6.32 9.58
C -9.92 7.39 9.27
O -9.42 7.22 8.02
C -8.62 8.23 7.37
H -7.66 2.94 12.25
H -9.12 2.47 11.48
H -9.05 2.67 13.30
H -11.06 4.38 13.18
H -11.09 4.06 11.46
H -9.85 6.65 12.00
H -11.30 6.45 12.88
H -11.91 6.46 8.89
H -10.57 5.38 9.33
H -9.21 7.51 10.09
H -10.41 8.36 9.20
H -7.63 8.29 7.81
H -9.15 9.19 7.42
H -8.57 8.04 6.30
C -5.73 -5.43 14.49
C -5.24 -6.62 15.25
O -4.11 -6.17 16.03
C -3.71 -6.93 17.05
O -4.21 -8.09 17.21
C -2.65 -6.31 17.93
F -1.49 -6.97 17.84
F -2.32 -5.07 17.57
F -3.06 -6.25 19.15
H -4.95 -5.28 13.75
H -5.68 -4.60 15.20
H -6.70 -5.66 14.05
H -5.02 -7.40 14.52
H -6.03 -6.93 15.94
*
```

The following is a DFT calculation (ωB97M-V/def2-TZVPD) of 5 unconnected molecules or ions with the total composition C13H21Cl6FO7S2.

LUMO level in eV: 0.39
ΔE to the lowest compared entry with this formula, charge and spin in eV: 0.0000
E_HOMO in hartree: -0.3920
HOMO-LUMO gap in eV: 11.1
SMILES: O=C1OC[C@@H](F)O1.O=S1(=O)CCCC1.O=S1(=O)CCCC1.ClC(Cl)Cl.ClC(Cl)Cl

ORCA input file:
```
! RIJCOSX wB97M-V def2-TZVPD def2/J DEFGRID3
* xyz 0 1
C -14.23 -12.68 15.41
Cl -14.09 -11.85 17.07
Cl -15.24 -14.11 15.48
Cl -12.58 -13.26 14.84
H -14.53 -11.99 14.64
C -8.86 -11.94 11.49
Cl -7.22 -11.49 11.58
Cl -9.54 -12.33 13.15
Cl -9.27 -13.22 10.38
H -9.48 -11.11 11.25
C -12.85 -10.81 10.54
C -13.08 -9.47 9.98
O -12.01 -8.67 10.44
C -11.34 -9.39 11.39
O -10.55 -8.89 12.18
O -11.76 -10.63 11.45
F -14.29 -8.98 10.48
H -12.43 -11.36 9.65
H -13.70 -11.22 11.10
H -13.14 -9.38 8.91
C -7.15 -6.69 12.55
C -5.76 -7.35 12.62
C -5.16 -7.25 11.20
S -6.48 -6.85 10.04
O -6.51 -7.86 9.00
O -6.47 -5.50 9.55
C -7.73 -7.08 11.15
H -6.95 -5.62 12.61
H -7.86 -7.05 13.28
H -5.93 -8.38 12.83
H -5.10 -6.94 13.36
H -4.52 -8.07 10.92
H -4.53 -6.35 11.18
H -8.14 -8.09 11.14
H -8.46 -6.30 10.88
C -8.35 -8.18 6.20
C -7.59 -9.45 6.37
C -8.60 -10.62 6.56
S -9.90 -9.88 7.54
O -9.83 -10.29 8.94
O -11.19 -10.06 6.88
C -9.48 -8.19 7.33
H -8.84 -8.18 5.17
H -7.67 -7.34 6.37
H -6.98 -9.35 7.31
H -7.04 -9.66 5.44
H -8.13 -11.48 7.08
H -9.15 -10.94 5.64
H -9.11 -7.75 8.25
H -10.45 -7.69 7.18
*
```

The following is a DFT calculation (ωB97M-V/def2-TZVPD) of a molecular structure, C3H4N3.

LUMO level (spin up / spin down) in eV: -5.95 / -8.59
ΔE to the lowest compared entry with this formula, charge and spin in eV: 3.9387
E_HOMO (spin up / spin down) in hartree: -0.5705 / -0.6088
HOMO-LUMO gap (spin up / spin down) in eV: 9.6 / 8.0
Expectation value of S²: 2.019

ORCA input file:
```
! RIJCOSX wB97M-V def2-TZVPD def2/J DEFGRID3
* xyz 1 3
C -1.99 -0.45 0.26
C -1.93 0.89 -0.21
C 2.01 -0.43 -0.01
N -0.60 0.94 -0.30
N -0.93 -1.13 0.46
N -0.05 -0.26 0.13
H -2.65 1.67 -0.23
H 1.86 -1.55 -0.06
H 1.97 0.20 -0.85
H 2.33 0.12 0.81
*
```

Here are the calculated max |F| numbers, same order: 5.29, 4.50, 7.75, 6.17, 3.09, 5.70 (eV Å⁻¹).
Here are the calculated E_tot numbers, same order: -14915.4214, -6354.6739, -46780.1456, -41653.5239, -127675.2131, -7630.2930 (eV).